# 1
Here is a cluster of 2 separate species, C15H26N5O5 in total from the Open Molecules 2025 dataset. Energies are from wB97M-V/def2-TZVPD.

The geometry in ORCA input format:
```
! wB97M-V def2-TZVPD RIJCOSX def2/J DEFGRID3
* xyz 1 1
O -3.049 -1.338 -2.750
O -3.334 2.679 -0.986
O 0.053 -3.069 0.160
O 1.552 0.822 0.999
O -1.006 -4.810 1.154
N 2.692 -1.977 3.063
N -1.974 0.084 -1.476
N 1.696 -0.706 -3.738
N -1.939 3.152 0.638
N 1.519 0.031 -1.686
C 0.666 0.784 -2.465
C 1.791 -1.291 2.107
C -0.049 -3.047 2.550
C 2.807 1.022 3.008
C -2.282 2.423 -0.428
C -1.338 1.319 -0.960
C 2.019 0.234 1.972
C -2.816 -0.170 -2.483
C 0.339 -1.551 2.549
C -0.279 1.848 -1.952
C 0.769 0.325 -3.749
C -0.743 3.049 1.476
C -0.317 -3.651 1.172
C -3.438 0.909 -3.345
C 2.134 -0.874 -2.472
H 2.841 2.082 2.740
H 3.831 0.646 3.070
H -0.786 0.987 -0.084
H -2.624 3.850 0.889
H -0.965 -3.163 3.136
H -4.312 1.308 -2.832
H 0.191 0.673 -4.600
H -1.122 -5.045 0.221
H -0.771 2.328 -2.798
H 1.957 -1.727 1.118
H 0.209 -1.159 3.563
H 0.722 -3.644 3.044
H 0.161 3.150 0.874
H 2.536 -1.681 4.030
H 1.950 -1.278 -4.538
H 2.336 0.927 3.990
H 0.314 2.618 -1.457
H -2.739 1.710 -3.551
H 1.618 0.138 -0.678
H -1.717 -0.771 -1.004
H 2.824 -1.642 -2.133
H -3.767 0.463 -4.282
H -0.354 -1.006 1.899
H -0.751 3.849 2.220
H -0.730 2.092 2.001
H 3.678 -1.900 2.805
*
```

HOMO = -11.747 eV
Calculated total energy = -1237.0074 a.u.

---

# 2
Here is a cluster of 3 separate species, C15H26NO9 in total from the Open Molecules 2025 dataset. Energies are from wB97M-V/def2-TZVPD.

The geometry in ORCA input format:
```
! wB97M-V def2-TZVPD RIJCOSX def2/J DEFGRID3
* xyz -1 1
O 1.319 0.595 6.908
O 0.401 -3.919 -1.035
O 1.904 -5.537 -0.556
O 0.082 -5.136 0.715
O 1.161 -0.313 -3.121
O -2.303 4.874 -4.764
O 2.600 0.027 5.135
O -1.815 0.865 0.409
O 2.997 -0.911 7.038
N -0.123 1.322 2.093
C -2.500 1.282 -1.865
C -1.371 5.931 -4.867
C -1.265 1.116 -1.023
C 0.896 -4.919 -0.323
C 0.778 0.208 -2.092
C -1.743 3.721 -4.160
C -0.938 1.103 1.295
C 2.680 -1.066 8.417
C 1.174 -3.562 -2.189
C 0.502 -6.189 1.577
C -2.118 1.405 -3.350
C -0.503 -0.136 -1.406
C 1.844 0.934 4.297
C 2.213 -0.028 6.395
C -2.764 2.608 -4.058
H 2.171 -3.239 -1.896
H 0.661 -2.735 -2.670
H -1.076 -0.813 -2.059
H 2.800 -0.124 8.951
H 0.545 -7.135 1.039
H -1.318 3.925 -3.170
H -0.243 -6.252 2.365
H 2.269 0.869 3.304
H -0.916 3.348 -4.778
H -0.356 5.577 -4.687
H 1.391 1.008 -1.646
H 1.475 -5.967 2.013
H -1.038 1.560 -3.385
H 3.380 -1.799 8.810
H 1.238 -4.404 -2.877
H -3.199 0.436 -1.704
H -0.225 -0.723 -0.522
H -1.440 6.388 -5.852
H -1.582 6.685 -4.104
H -3.047 2.349 -5.080
H 1.936 1.952 4.671
H -3.043 2.185 -1.577
H -3.649 2.945 -3.521
H 0.804 0.642 4.252
H -2.306 0.480 -3.890
H 1.662 -1.432 8.541
*
```

HOMO = -3.052 eV
Calculated total energy = -1319.0178 a.u.

---

# 3
Here is the molecule C15H26O from the Open Molecules 2025 dataset. Energies are from wB97M-V/def2-TZVPD.

The geometry in ORCA input format:
```
! wB97M-V def2-TZVPD RIJCOSX def2/J DEFGRID3
* xyz 0 1
O -0.094 -1.483 -1.517
C -1.799 0.248 -1.281
C -0.906 1.468 -1.519
C -0.395 -0.677 0.667
C -2.195 -2.079 -0.499
C 0.106 1.263 -2.607
C -1.118 -0.994 -0.662
C 1.204 -0.385 4.692
C 0.527 -0.539 3.364
C 2.162 1.661 -3.915
C -1.251 0.053 1.701
C -0.547 0.157 3.022
C 1.674 3.076 -1.889
C 1.149 -1.537 2.427
C 0.181 -1.935 1.320
C 1.226 1.954 -2.779
H 2.255 -0.135 4.551
H -0.627 -2.527 1.754
H 1.460 -2.421 2.990
H 2.054 -1.100 1.990
H 0.869 3.447 -1.263
H 0.694 -2.535 0.569
H -0.409 1.750 -0.591
H -2.729 -2.218 -1.440
H -2.628 0.534 -0.632
H -1.499 1.061 1.360
H -2.198 -0.476 1.853
H 0.454 -0.041 0.398
H -2.231 -0.054 -2.241
H -1.736 -3.025 -0.226
H -0.981 0.859 3.722
H -0.139 0.495 -3.327
H 2.048 3.901 -2.495
H 2.490 2.744 -1.246
H 2.194 2.503 -4.608
H 1.856 0.773 -4.462
H 1.159 -1.320 5.251
H -1.561 2.302 -1.803
H 0.734 0.396 5.285
H 3.172 1.506 -3.537
H -0.491 -1.715 -2.363
H -2.918 -1.804 0.262
*
```

HOMO = -8.579 eV
Calculated total energy = -662.3756 a.u.
SMILES = CC(C)=CCC[C@@](C)(O)[C@H]1CC=C(C)CC1

---

Question: What is the calculated total energy in the third record?
Answer: -662.3756 a.u.